# 1
# C21H35Cl2N2O4Ti

A structure of composition C21H35Cl2N2O4Ti in a non-equilibrium geometry (ωB97M-V with the def2-TZVPD basis set, the OMol25 dataset).

Summary:
E_tot	-81674.572	eV
ΔE to the lowest compared entry with this formula, charge and spin	5.1563	eV
spin multiplicity	2
E_HOMO (alpha / beta)	-6.26 / -6.17	eV
Kohn-Sham gap (alpha / beta)	6.22 / 6.13	eV
net charge	0

Geometry as XYZ:
```
65
C21H35Cl2N2O4Ti (ωB97M-V with the def2-TZVPD basis set)
O 0.34754 -2.40298 2.44369
C 1.54794 -2.24554 2.19617
C 2.47335 -1.29996 2.84611
C 1.97567 -0.30178 3.71167
H 0.92737 0.01972 3.62547
C 2.80656 0.25588 4.68440
H 2.39949 0.92878 5.44550
C 4.16947 -0.06384 4.70633
H 4.81972 0.31250 5.50313
C 4.72287 -0.74284 3.60409
H 5.81088 -0.83482 3.53666
C 3.88229 -1.31122 2.64192
H 4.29278 -1.79940 1.75488
H 2.00243 -2.67613 1.26708
C 3.32534 -0.93473 -1.58677
C 2.71458 0.42359 -1.49640
H 4.34765 -0.92032 -1.19428
H 3.36592 -1.27483 -2.61378
H 2.83727 -1.75842 -1.04529
C 3.08016 1.41875 -0.61765
C 3.98494 2.61099 -0.86969
H 3.00014 1.24684 0.45778
H 4.91173 2.46613 -0.29696
H 3.48114 3.51343 -0.47795
H 4.23788 2.72846 -1.94991
Ti 0.96051 1.07866 -1.11344
Cl 0.54312 1.70727 1.09771
Cl 1.19017 2.64399 -2.72992
C -1.65455 2.78552 -1.24951
O -1.28236 1.58537 -1.36777
N -2.83744 3.24350 -1.68543
C -3.73271 2.38410 -2.44663
C -3.12830 4.67452 -1.66909
H -0.99505 3.52023 -0.75956
H -3.57065 1.33729 -2.18279
H -3.58823 2.51112 -3.52888
H -4.76871 2.65680 -2.23030
H -2.53220 5.16143 -0.88992
H -4.19226 4.84690 -1.46909
H -2.89173 5.14495 -2.63999
H -1.54918 -2.53357 -4.06489
H -1.66336 -4.46438 -2.16119
C -0.53947 -2.34344 -3.67185
C -0.66578 -4.09889 -1.89641
N -0.48516 -2.70122 -2.25430
H -0.25546 -1.30027 -3.84919
C -0.13281 -1.86276 -1.28750
O 0.22565 -0.66488 -1.48021
H -0.50988 -4.20454 -0.81893
H -0.14565 -2.30339 -0.27973
H 0.12546 -3.01734 -4.22898
H 0.05706 -4.72805 -2.43048
C -3.57863 -0.38116 2.35692
C -4.42186 -0.72852 1.10861
C -3.39643 -1.15342 0.04068
O -2.08033 -0.80569 0.48701
C -2.13649 -0.30109 1.83851
H -3.88744 0.56057 2.81569
H -3.66512 -1.17529 3.10428
H -4.95662 0.16306 0.76223
H -5.14835 -1.52479 1.29514
H -3.42856 -2.24448 -0.10607
H -3.56296 -0.68138 -0.94234
H -1.76594 0.73540 1.81698
H -1.41743 -0.88037 2.43446
```

# 2
# C3H7MgO2

A structure of composition C3H7MgO2 in a non-equilibrium geometry (ωB97M-V with the def2-TZVPD basis set, the OMol25 dataset).

Summary:
E_tot	-12762.612	eV
ΔE to the lowest compared entry with this formula, charge and spin	0.0000	eV
spin multiplicity	2
E_HOMO (alpha / beta)	-7.87 / -9.07	eV
Kohn-Sham gap (alpha / beta)	8.19 / 9.39	eV
net charge	0

Geometry as XYZ:
```
13
C3H7MgO2 (ωB97M-V with the def2-TZVPD basis set)
C 0.62967 -1.69969 -0.00255
C -0.69753 -0.99429 0.05333
O -0.40341 0.45649 0.21451
C -1.41988 1.35111 0.14295
Mg 1.68019 0.16417 0.12473
H 0.76449 -2.38869 0.84284
H 0.75615 -2.26185 -0.93834
H -1.31573 -1.24114 0.92919
H -1.30963 -1.08967 -0.85608
H 2.23468 2.61824 -0.44079
H -2.39391 0.97752 -0.17806
O 2.63138 1.72855 -0.27734
H -1.15647 2.37924 0.38562
```

# 3
# CHNOS

The molecule CHNOS in a non-equilibrium geometry (ωB97M-V with the def2-TZVPD basis set, the OMol25 dataset).

Summary:
E_tot	-15424.082	eV
SMILES string	N#CSO
ΔE to the lowest compared entry with this formula, charge and spin	0.1598	eV
E_HOMO	-9.88	eV
Kohn-Sham gap	9.53	eV
net charge	0

Geometry as XYZ:
```
5
CHNOS (ωB97M-V with the def2-TZVPD basis set)
C 1.07208 -0.11361 0.05841
N 1.98979 0.55214 0.16337
O -1.29495 0.16532 0.19661
S -0.24742 -1.05324 0.38235
H -1.51950 0.44939 -0.80074
```